Molecular formula: C36H51ClF8N9O21S
Method: DFT, ωB97M-V/def2-TZVPD

The total charge is +1. For the max |F|, the calculation gives 5.6 eV/Å. As for the lowest unoccupied orbital energy: -4.05 eV. The calculation puts the frontier orbital gap at 7.107 eV.

Element x y z (Å)
C: 0.860 -4.323 3.873
C: 1.422 -4.281 2.393
F: 2.797 -3.927 2.447
C: 0.624 -3.170 1.576
N: 1.130 -1.806 1.824
C: 2.157 -1.254 1.019
C: 2.942 -1.889 -0.206
C: 3.484 -0.726 -1.146
C: 2.281 -0.149 -2.021
C: 1.473 1.043 -1.342
N: 0.126 0.582 -0.897
N: 2.386 0.040 1.540
C: 1.560 0.308 2.668
N: 1.467 1.360 3.473
C: 0.568 1.482 4.651
C: 1.007 0.532 5.886
C: 1.576 1.492 7.043
Cl: -0.478 -0.321 6.587
C: 2.343 2.542 3.170
C: 3.914 2.254 3.192
N: 4.464 2.235 1.793
N: 4.340 1.103 4.005
N: 4.537 3.469 3.835
N: 0.790 -0.884 2.759
N: -0.238 -1.299 3.604
C: -1.402 -0.993 3.092
S: -2.877 -0.902 2.400
H: 1.345 -5.188 4.411
H: 1.076 -3.379 4.453
H: -0.258 -4.480 3.870
H: 1.290 -5.289 1.888
H: 0.667 -3.423 0.469
H: -0.472 -3.273 1.866
H: 3.862 -2.379 0.266
H: 2.368 -2.702 -0.735
H: 4.298 -1.149 -1.806
H: 3.955 0.120 -0.545
H: 2.753 0.265 -2.974
H: 1.575 -0.997 -2.302
H: 2.063 1.583 -0.527
H: 1.305 1.830 -2.153
H: 0.160 -0.439 -0.763
H: -0.142 1.040 -0.019
H: -0.467 1.122 4.357
H: 0.434 2.550 5.001
H: 1.823 -0.198 5.594
H: 1.378 1.084 8.084
H: 1.128 2.529 7.020
H: 2.698 1.605 6.854
H: 2.149 3.335 3.962
H: 1.959 2.985 2.196
H: 4.950 1.358 1.597
H: 3.709 2.400 1.115
H: 4.657 0.310 3.447
H: 3.665 0.840 4.722
H: 5.413 3.113 4.248
H: 4.871 4.099 3.085
C: -6.295 1.234 1.933
C: -7.713 1.703 1.848
O: -8.116 1.268 0.561
C: -7.379 0.154 0.303
O: -7.629 -0.631 -0.559
O: -6.323 0.041 1.154
F: -7.784 3.055 1.890
H: -5.595 1.935 1.492
H: -5.985 1.026 2.957
H: -8.377 1.276 2.605
C: 4.227 8.897 3.154
C: 3.746 7.809 4.062
O: 3.857 6.649 3.259
C: 4.880 6.900 2.396
O: 5.434 6.061 1.756
O: 5.196 8.222 2.361
F: 2.442 7.985 4.389
H: 3.436 9.287 2.508
H: 4.676 9.728 3.699
H: 4.341 7.684 4.971
C: -8.130 -3.790 -1.341
C: -8.624 -4.862 -0.422
O: -8.535 -6.030 -1.217
C: -7.514 -5.804 -2.088
O: -6.976 -6.657 -2.726
O: -7.176 -4.489 -2.136
F: -9.921 -4.662 -0.089
H: -8.919 -3.393 -1.986
H: -7.666 -2.962 -0.806
H: -8.026 -4.990 0.485
C: 4.848 -2.626 -5.520
C: 6.299 -2.984 -5.440
O: 6.858 -1.886 -4.742
C: 5.865 -1.415 -3.943
O: 6.039 -0.673 -3.021
O: 4.649 -1.896 -4.313
F: 6.855 -3.044 -6.672
H: 4.618 -1.985 -6.373
H: 4.203 -3.505 -5.557
H: 6.507 -3.910 -4.897
C: -7.004 -7.597 -5.862
C: -6.075 -8.766 -5.951
O: -5.667 -8.748 -7.305
C: -5.726 -7.442 -7.690
O: -5.206 -7.009 -8.671
O: -6.446 -6.693 -6.811
F: -6.728 -9.930 -5.710
H: -8.026 -7.848 -6.158
H: -7.026 -7.156 -4.865
H: -5.198 -8.694 -5.302
C: -2.796 4.720 -0.365
C: -4.069 5.183 0.273
O: -4.603 3.989 0.818
C: -3.532 3.203 1.102
O: -3.575 2.241 1.812
O: -2.405 3.647 0.487
F: -4.932 5.662 -0.650
H: -2.947 4.343 -1.379
H: -2.035 5.500 -0.391
H: -3.933 5.920 1.069
C: 5.149 2.985 -5.226
C: 3.707 3.130 -5.600
O: 3.499 2.053 -6.494
C: 4.376 1.086 -6.111
O: 4.309 -0.055 -6.455
O: 5.334 1.575 -5.282
F: 3.487 4.291 -6.262
H: 5.820 3.468 -5.940
H: 5.362 3.370 -4.228
H: 3.012 3.048 -4.759